one:
This record from the Open Molecules 2025 dataset describes a cluster of 2 separate species, H3N3O2 in total. The level of theory is ωB97M-V/def2-TZVPD.

Element x y z (Å)
N 0.956 -0.731 1.461
N 0.539 0.463 -1.126
N -0.090 0.583 -0.024
O -1.331 0.082 0.014
O -0.096 -0.978 2.030
H 0.105 -0.107 -1.865
H 1.275 1.023 -1.418
H -1.358 -0.335 0.929

Values from the calculation:
E_LUMO (alpha / beta) in Eh: 0.0217 / -0.0103
Frontier orbital gap (alpha / beta) in eV: 7.939 / 8.142

two:
This record from the Open Molecules 2025 dataset describes a cluster of 2 separate species, H3N3O2 in total. The level of theory is ωB97M-V/def2-TZVPD.

Element x y z (Å)
N 0.253 0.562 -1.008
N -0.121 1.401 -0.105
N -0.423 -0.998 1.141
O -0.213 -1.453 0.035
O -0.850 -1.520 2.133
H 1.166 0.114 -1.065
H -0.443 0.310 -1.696
H 0.631 1.585 0.565

Values from the calculation:
E_LUMO (alpha / beta) in Eh: 0.0088 / -0.0472
Frontier orbital gap (alpha / beta) in eV: 9.433 / 6.415

three:
This record from the Open Molecules 2025 dataset describes a cluster of 2 separate species, H3N3O2 in total. The level of theory is ωB97M-V/def2-TZVPD.

Element x y z (Å)
H -0.617 1.897 -1.367
N -0.983 1.917 -0.369
N -1.680 0.881 -0.192
N -1.997 -0.111 0.292
O -3.016 -0.754 0.487
O -0.039 -1.533 -0.178
H -0.813 -1.693 0.359
H 0.779 -1.808 0.374

Values from the calculation:
E_LUMO (alpha / beta) in Eh: -0.0124 / -0.0124
Structure (SMILES): [H]/N=N/N=O.O
Frontier orbital gap (alpha / beta) in eV: 9.198 / 9.200

four:
This record from the Open Molecules 2025 dataset describes a structure of composition H3N3O2. The level of theory is ωB97M-V/def2-TZVPD.

Element x y z (Å)
N 0.065 -0.837 0.079
N 0.004 1.018 -0.397
N 0.533 1.841 0.512
O 0.431 1.676 1.671
O 1.128 2.781 0.109
H 0.315 -0.579 1.086
H -0.871 -1.035 -0.175
H 0.634 1.093 -1.163

Values from the calculation:
E_LUMO (alpha / beta) in Eh: -0.0367 / -0.0366
Frontier orbital gap (alpha / beta) in eV: 9.902 / 9.903

Order from most stable to least stable according to the calculation: three, two, one, four

one:
This record from the Open Molecules 2025 dataset describes the molecule C3H8S. The level of theory is ωB97M-V/def2-TZVPD.

Element x y z (Å)
C 1.302 -0.830 0.507
C 0.153 -0.245 -0.386
C -0.887 0.465 0.421
S -2.129 1.069 -0.796
H 1.979 -1.100 -0.213
H 1.131 -1.737 1.128
H 1.752 0.052 1.070
H 0.475 0.646 -0.927
H -0.252 -0.868 -1.113
H -0.645 1.284 1.138
H -1.298 -0.404 1.058
H -1.582 1.666 -1.887

Values from the calculation:
E_LUMO in Eh: 0.0361
Structure (SMILES): CCCS
Frontier orbital gap in eV: 9.970

two:
This record from the Open Molecules 2025 dataset describes the molecule C3H8S. The level of theory is ωB97M-V/def2-TZVPD.

Element x y z (Å)
C -1.324 -0.025 1.384
C -0.165 0.509 0.556
S -0.388 0.240 -1.234
C 1.244 -0.358 -1.705
H -1.130 0.230 2.430
H -1.403 -1.110 1.326
H -2.244 0.452 1.064
H 0.769 0.002 0.779
H -0.031 1.568 0.784
H 2.003 0.405 -1.568
H 1.535 -1.212 -1.094
H 1.135 -0.701 -2.722

Values from the calculation:
E_LUMO in Eh: 0.0419
Structure (SMILES): CCSC
Frontier orbital gap in eV: 9.581

Order from most stable to least stable according to the calculation: two, one

one:
This record from the Open Molecules 2025 dataset describes a cluster of 2 separate species, C2H3NS2 in total. The level of theory is ωB97M-V/def2-TZVPD.

Element x y z (Å)
C 2.604 0.290 -0.021
C 0.144 -0.311 0.279
N 3.715 0.459 -0.122
S 0.111 -1.907 -0.388
S -0.767 0.923 -0.607
H 0.232 -0.093 1.270
H 0.719 -1.576 -1.600
H -1.474 1.137 0.492

Values from the calculation:
E_LUMO in Eh: -0.0827
Frontier orbital gap in eV: 7.658

two:
This record from the Open Molecules 2025 dataset describes the molecule C2H3NS2. The level of theory is ωB97M-V/def2-TZVPD.

Element x y z (Å)
C 0.466 -0.239 -1.366
N 0.007 -1.315 -0.792
S -0.832 -1.090 0.598
C -0.208 0.481 1.039
S 0.099 1.348 -0.513
H 0.850 -0.305 -2.360
H -0.993 0.886 1.671
H 0.612 0.234 1.724

Values from the calculation:
E_LUMO in Eh: 0.0250
Structure (SMILES): C1=NSCS1
Frontier orbital gap in eV: 9.099

three:
This record from the Open Molecules 2025 dataset describes the molecule C2H3NS2. The level of theory is ωB97M-V/def2-TZVPD.

Element x y z (Å)
C 0.284 -0.757 -0.073
N -0.833 -1.328 -0.100
S -2.138 -0.356 0.005
S -1.105 1.495 -0.091
C 0.533 0.691 0.030
H 1.031 -1.586 -0.102
H 0.939 0.693 0.991
H 1.290 1.148 -0.659

Values from the calculation:
E_LUMO in Eh: 0.0224
Structure (SMILES): C1=NSSC1
Frontier orbital gap in eV: 8.633

Order from most stable to least stable according to the calculation: two, three, one

one:
This record from the Open Molecules 2025 dataset describes the molecule C5H10NP. The level of theory is ωB97M-V/def2-TZVPD.

Element x y z (Å)
P 1.109 -1.733 1.178
N 0.082 -1.155 -0.025
C -1.478 -1.062 0.046
C -1.431 0.369 -0.465
C 0.035 0.591 -0.210
C 0.742 1.529 0.565
C 0.957 1.380 -0.886
H 2.345 -1.501 0.451
H 1.018 -3.040 0.778
H -1.806 -1.224 1.060
H -2.160 -1.728 -0.491
H -1.537 0.307 -1.550
H -2.118 1.051 -0.064
H 1.411 1.030 1.170
H 0.072 2.160 1.073
H 0.827 2.213 -1.654
H 1.933 0.814 -0.976

Values from the calculation:
E_LUMO in Eh: 0.0399
Structure (SMILES): PN1CCC12CC2
Frontier orbital gap in eV: 8.841

two:
This record from the Open Molecules 2025 dataset describes a cluster of 2 separate species, C5H10NP in total. The level of theory is ωB97M-V/def2-TZVPD.

Element x y z (Å)
C -1.874 1.575 -0.487
C 0.478 -1.398 0.951
C 0.221 -0.923 -1.385
C 0.798 1.004 0.140
C 0.039 -0.319 0.041
N -2.040 2.530 -1.127
P -1.827 0.030 0.432
H 0.037 -2.448 0.825
H 1.485 -1.610 0.516
H 0.444 -1.081 2.040
H 0.027 -0.146 -2.181
H -0.539 -1.672 -1.678
H 1.299 -0.931 -1.480
H 1.023 1.200 1.159
H 1.680 0.808 -0.519
H 0.237 1.859 -0.241
H -1.488 1.520 2.995

Values from the calculation:
E_LUMO (alpha / beta) in Eh: -0.0250 / -0.0650
Frontier orbital gap (alpha / beta) in eV: 8.357 / 8.213

Order from most stable to least stable according to the calculation: one, two

one:
This record from the Open Molecules 2025 dataset describes the molecule C4H9F2N. The level of theory is ωB97M-V/def2-TZVPD.

Element x y z (Å)
C 1.537 0.967 -0.924
C 0.902 0.090 0.197
C -0.624 -0.041 0.101
C -1.040 -1.091 1.141
N -2.351 -1.428 0.934
F -0.898 -0.504 2.453
F -0.204 -2.196 1.220
H 1.177 0.749 -1.840
H 1.179 2.071 -0.696
H 2.611 1.019 -1.072
H 1.116 0.466 1.191
H 1.177 -0.887 0.097
H -1.223 0.852 0.374
H -1.030 -0.472 -0.897
H -2.934 -1.924 1.586
H -2.942 -0.713 0.392

Values from the calculation:
E_LUMO in Eh: 0.0350
Structure (SMILES): CCCC(N)(F)F
Frontier orbital gap in eV: 11.452

two:
This record from the Open Molecules 2025 dataset describes a cluster of 2 separate species, C4H9F2N in total. The level of theory is ωB97M-V/def2-TZVPD.

Element x y z (Å)
C 1.342 1.725 -1.377
C -1.283 -2.524 1.356
C 1.589 1.095 -0.125
C 1.757 -0.620 -0.224
N 1.035 1.501 1.056
F 2.298 -1.046 -1.410
F 2.737 -1.089 0.545
H -1.324 -1.588 1.782
H 2.149 1.535 -2.113
H 0.546 2.331 -1.528
H -1.585 -2.341 0.373
H -0.354 -2.970 1.048
H -1.870 -3.291 1.927
H 2.729 1.042 -0.167
H 0.106 1.900 0.979
H 1.180 0.858 1.785

Values from the calculation:
E_LUMO (alpha / beta) in Eh: -0.0120 / -0.0115
Frontier orbital gap (alpha / beta) in eV: 8.273 / 8.074

Order from most stable to least stable according to the calculation: one, two

one:
This record from the Open Molecules 2025 dataset describes a structure of composition C15H22N2O2. The level of theory is ωB97M-V/def2-TZVPD.

Element x y z (Å)
C 2.101 1.694 1.934
N 0.973 2.415 1.198
C -0.375 1.975 1.370
C -0.716 0.640 1.189
C -2.318 0.511 1.506
C -2.550 -0.901 0.973
C -1.790 -2.093 1.767
C -2.311 -3.370 0.780
O -3.066 -4.174 1.190
C -1.575 -3.650 -0.375
N -0.543 -2.849 -0.956
O -0.012 -2.964 -2.138
H 0.403 -2.178 -2.031
H -1.735 -4.611 -1.028
H -2.362 -2.144 2.557
H -0.717 -1.996 1.652
H -3.713 -1.029 1.161
H -2.291 -0.981 -0.100
H -2.796 1.068 0.860
H -2.204 0.382 2.534
H -0.466 0.485 0.077
H 0.180 0.009 1.796
H -0.860 2.702 0.772
H -0.310 2.302 2.533
C 1.294 2.861 -0.487
C 1.441 1.591 -1.182
C 2.564 0.957 -1.087
C 2.728 -0.278 -2.255
C 1.759 -0.463 -2.860
C 0.512 0.240 -2.804
C 0.417 1.310 -2.119
H -0.557 2.041 -2.023
H -0.329 0.005 -3.546
H 1.674 -1.220 -3.561
H 3.615 -0.730 -2.105
H 3.564 0.990 -0.761
H 0.519 3.590 -0.673
H 2.574 3.219 -0.066
H 2.248 0.734 1.475
H 3.207 2.289 1.739
H 1.821 1.621 3.093

Values from the calculation:
E_LUMO in Eh: -0.0108
Frontier orbital gap in eV: 7.524

two:
This record from the Open Molecules 2025 dataset describes the molecule C15H22N2O2. The level of theory is ωB97M-V/def2-TZVPD.

Element x y z (Å)
C -7.614 -0.733 0.470
O -6.868 0.461 0.462
C -5.536 0.398 0.206
C -4.825 -0.772 -0.056
C -3.468 -0.713 -0.302
C -2.786 0.502 -0.295
C -1.360 0.559 -0.553
N -0.678 -0.473 -0.804
C 0.727 -0.370 -1.037
C 1.476 -1.203 0.008
C 2.998 -1.215 -0.203
N 3.681 -0.462 0.837
C 3.514 0.981 0.770
C 4.387 1.629 -0.312
O 5.751 1.307 -0.131
C 5.947 -0.092 -0.122
C 5.098 -0.761 0.967
C -3.505 1.670 -0.031
C -4.858 1.620 0.215
H -7.257 -1.424 1.241
H -8.637 -0.439 0.696
H -7.587 -1.230 -0.505
H -5.321 -1.729 -0.070
H -2.907 -1.611 -0.506
H -0.910 1.567 -0.523
H 0.921 -0.794 -2.029
H 1.078 0.677 -1.031
H 1.262 -0.816 1.005
H 1.082 -2.218 -0.039
H 3.363 -2.242 -0.130
H 3.227 -0.857 -1.220
H 2.465 1.220 0.600
H 3.808 1.384 1.745
H 4.325 2.717 -0.259
H 4.058 1.303 -1.312
H 7.011 -0.245 0.066
H 5.694 -0.512 -1.108
H 5.245 -1.842 0.947
H 5.419 -0.381 1.943
H -2.995 2.622 -0.021
H -5.423 2.516 0.420

Values from the calculation:
E_LUMO in Eh: 0.0299
Structure (SMILES): COc1ccc(/C=N/CCCN2CCOCC2)cc1
Frontier orbital gap in eV: 8.898

Order from most stable to least stable according to the calculation: two, one

one:
This record from the Open Molecules 2025 dataset describes the molecule C2HCl2NO2. The level of theory is ωB97M-V/def2-TZVPD.

Element x y z (Å)
N -3.447 -1.595 1.955
C -2.631 -1.081 1.368
C -1.855 -0.346 0.405
Cl -2.982 1.213 -0.197
Cl -1.684 -1.189 -1.170
O -0.758 0.138 0.904
O -0.061 0.887 -0.046
H -0.157 0.317 -0.860

Values from the calculation:
E_LUMO in Eh: -0.0311
Structure (SMILES): N#CC(Cl)(Cl)OO
Frontier orbital gap in eV: 10.517

two:
This record from the Open Molecules 2025 dataset describes the molecule C2HCl2NO2. The level of theory is ωB97M-V/def2-TZVPD.

Element x y z (Å)
N -2.695 -0.817 0.293
C -1.635 -0.518 0.101
C -0.273 -0.126 -0.225
Cl -0.353 1.867 0.419
Cl 0.145 0.086 -1.833
O 0.722 -0.721 0.488
O 1.956 -0.261 0.063
H 2.132 0.489 0.693

Values from the calculation:
E_LUMO in Eh: -0.0348
Structure (SMILES): N#CC(Cl)(Cl)OO
Frontier orbital gap in eV: 10.274

Order from most stable to least stable according to the calculation: one, two

one:
This record from the Open Molecules 2025 dataset describes a structure of composition H3N2O2S. The level of theory is ωB97M-V/def2-TZVPD.

Element x y z (Å)
N 0.657 -1.557 0.056
N -0.252 0.948 -0.200
O 1.359 0.224 1.627
O 2.183 0.355 -0.694
S 1.139 -0.099 0.222
H 0.729 -1.760 -0.927
H -1.093 0.301 0.572
H -0.058 1.786 0.333

Values from the calculation:
E_LUMO in Eh: 0.1583
Total charge: -1
Frontier orbital gap in eV: 8.780

two:
This record from the Open Molecules 2025 dataset describes a cluster of 2 separate species, H3N2O2S in total. The level of theory is ωB97M-V/def2-TZVPD.

Element x y z (Å)
N -0.933 2.069 0.483
N -0.255 -1.212 -0.020
O 1.344 0.179 -1.489
O 1.844 -0.365 0.984
S 0.902 0.143 -0.044
H -1.419 1.676 -0.324
H -0.399 -1.460 0.949
H -1.085 -1.030 -0.539

Values from the calculation:
E_LUMO (alpha / beta) in Eh: 0.1301 / 0.1296
Total charge: -1
Frontier orbital gap (alpha / beta) in eV: 7.100 / 7.125

Order from most stable to least stable according to the calculation: one, two